The following is a DFT calculation (ωB97M-V with the def2-TZVPD basis set) of a 2-piece molecular cluster, C11H22F3NO7PS overall.

Properties
energy relative to the best compared isomer or geometry (same formula, charge and spin): 0.000 eV
total energy: -2052.70964 a.u.
HOMO level: -0.470 hartree
total charge: +1

Structure (XYZ):
```
46
Properties=species:S:1:pos:R:3:forces:R:3
C 4.62488 2.31876 0.08712 0.1 -0.2 0.2
C 4.32662 1.05121 0.90567 0.1 1.3 -1.5
O 4.58186 1.05497 2.06461 -0.2 -0.5 1.6
N 3.76204 -0.05105 0.20375 0.5 -0.2 0.4
C 4.77904 -0.45440 -0.82983 -0.4 0.7 0.2
C 3.50252 -1.18727 1.09253 0.0 -1.1 -0.1
C 2.37531 -2.13579 0.58151 0.9 0.4 -0.1
C 1.34365 -1.46912 -0.33043 0.0 -0.7 0.3
C 0.54241 -0.33965 0.34861 -1.2 -0.6 -1.2
S 1.07825 1.34670 -0.12759 1.9 0.5 1.5
O 1.85134 1.33899 -1.54395 -1.5 -0.7 0.5
P -0.71019 2.46842 -0.63305 -1.2 1.0 -1.8
O -1.01042 2.13077 -2.00289 -0.2 -1.2 -0.8
O -0.25019 3.98539 -0.54829 -0.1 -0.8 1.4
O -1.92372 2.12625 0.33929 1.6 0.4 0.7
H 5.06655 3.05937 0.75592 -0.1 -0.2 0.1
H 5.37243 2.14023 -0.69044 -0.4 0.0 -0.1
H 3.70829 2.75277 -0.32508 0.2 -0.2 -0.2
H 4.72392 0.24803 -1.66295 0.1 -0.3 -0.1
H 5.76623 -0.36689 -0.35562 0.0 -0.3 -0.3
H 4.61979 -1.48176 -1.15625 -0.1 0.2 0.0
H 4.42230 -1.79037 1.13552 -0.2 0.1 0.4
H 3.27526 -0.90246 2.12113 0.1 0.5 -0.3
H 1.92908 -2.58967 1.47389 -0.2 0.1 -0.3
H 2.84264 -2.96625 0.04012 -0.2 0.1 -0.1
H 1.79711 -1.17240 -1.28105 0.0 0.2 0.2
H 0.61637 -2.24334 -0.60524 0.0 0.2 0.0
H -0.50177 -0.42581 0.01593 0.2 0.2 0.0
H 0.50018 -0.45239 1.43722 0.5 0.6 -0.1
H 1.31569 0.76708 -2.13456 0.2 0.5 -0.5
H -1.01382 4.58474 -0.46917 0.3 0.1 0.0
H -1.72241 2.28961 1.28002 -0.4 0.0 0.0
C -4.55021 0.32946 -1.47022 -0.2 -0.1 -0.1
C -3.93048 -0.24939 -0.21585 0.2 0.3 -0.4
O -4.94392 -0.68943 0.69987 -0.1 -0.2 0.3
C -5.44521 -1.90620 0.47202 0.5 0.3 -0.4
O -5.11851 -2.63217 -0.41800 -0.2 -0.2 0.2
C -6.47534 -2.26039 1.55236 -0.9 -0.2 0.6
F -7.29889 -1.23231 1.80768 0.3 -0.1 -0.2
F -5.85953 -2.58170 2.70489 0.1 0.1 -0.3
F -7.22596 -3.29838 1.18968 0.3 0.2 -0.1
H -5.25294 1.12384 -1.21582 0.1 0.1 0.0
H -3.77967 0.73594 -2.12673 0.0 0.0 0.0
H -5.10707 -0.43020 -2.01805 0.1 0.0 0.0
H -3.36297 0.51973 0.30102 -0.3 -0.2 0.2
H -3.24057 -1.06347 -0.44932 -0.2 -0.2 0.0
```
Forces are in eV/Å.


The following is a DFT calculation (ωB97M-V with the def2-TZVPD basis set) of C11H22F6NO13RbS4 as an isolated structure.

Properties
energy relative to the best compared isomer or geometry (same formula, charge and spin): 21.273 eV
total energy: -3680.48722 a.u.
HOMO level: -0.325 hartree
total charge: 0

Structure (XYZ):
```
58
Properties=species:S:1:pos:R:3:forces:R:3
Rb 0.69856 -0.76459 -0.49951 16.7 -4.1 -3.0
C 3.25821 2.00349 -0.67236 -0.4 -0.3 -1.5
F 4.40059 2.43952 -1.23126 -0.9 -0.8 1.2
F 3.43274 0.98525 0.23408 0.2 1.8 -1.0
F 2.58654 3.02263 -0.14430 1.6 0.4 -0.3
S 2.14858 1.31552 -2.04810 2.2 -2.9 -3.3
O 2.33416 1.98888 -3.35445 -1.2 0.2 3.3
O 2.65029 -0.07062 -2.20984 -0.9 2.2 1.3
N 0.59882 1.30751 -1.20663 4.3 3.8 -5.0
S -0.15959 2.40834 -1.99569 -3.6 3.6 -3.0
O 0.43445 3.72946 -1.97441 -0.2 -0.9 0.2
O -0.80922 1.91233 -3.21100 2.1 2.8 1.1
C -1.66535 2.56955 -0.88754 -0.1 2.1 -0.5
F -2.48082 3.52582 -1.43507 1.2 -0.5 0.9
F -2.36265 1.48578 -0.87479 -2.2 1.3 3.5
F -1.34157 2.87272 0.39378 -1.3 0.7 -1.1
C 1.24324 -2.43557 -5.00578 0.0 -0.8 0.4
O 0.14226 -1.61633 -4.67724 -0.6 1.5 0.7
C -0.11975 -1.24944 -3.40943 -1.2 0.7 -1.5
O 0.46418 -1.64689 -2.43446 -0.8 -2.8 -4.6
O -1.13196 -0.34797 -3.43766 0.8 -2.5 -1.1
C -1.76883 0.05948 -2.22888 -2.8 0.7 -5.8
H 0.99244 -3.43946 -4.66313 0.0 -0.3 -0.6
H 2.20137 -2.25024 -4.52024 -0.2 0.9 0.1
H 1.31213 -2.31349 -6.08672 0.2 -0.5 0.2
H -2.63688 0.68586 -2.43437 0.8 0.0 -1.8
H -1.01644 0.53978 -1.60331 -1.4 -1.0 -2.0
H -2.22553 -0.76692 -1.68428 -1.3 2.0 -5.9
O -3.63391 -0.64641 -0.10536 2.0 -1.5 0.4
S -2.40195 -1.44673 -0.10062 -2.2 -1.5 3.7
O -1.19536 -0.90935 -0.72039 -8.6 -7.5 10.0
O -1.99075 -1.85080 1.47251 0.4 0.8 -2.1
C -3.04008 -2.26810 2.31947 -1.6 -0.9 0.7
C -2.59654 -2.39698 3.76602 1.7 1.1 -0.2
C -2.73305 -3.14316 -0.77831 0.0 1.8 0.6
H -3.35889 -3.24874 1.96623 -0.5 0.0 -0.1
H -3.83773 -1.52568 2.29360 -0.2 -0.2 -0.3
H -3.31873 -2.64661 4.54334 -0.4 -0.1 -0.6
H -2.20283 -1.40305 3.97861 0.0 0.1 0.5
H -1.72766 -3.04498 3.88111 -0.1 -0.3 -0.1
H -3.44408 -3.67629 -0.14720 0.5 0.1 0.4
H -1.70697 -3.51087 -0.78558 -0.4 -0.6 -0.5
H -3.29507 -2.99778 -1.70086 0.8 0.0 -0.4
O 0.17414 -0.59741 1.36733 -1.0 2.6 11.8
S 0.48635 0.52815 2.23734 1.8 -0.3 0.5
O -0.37439 0.65937 3.34599 -1.1 1.0 1.3
O 2.03644 0.36882 2.87157 -1.4 -1.7 -1.8
C 2.47357 1.31971 3.79647 1.2 1.2 1.2
C 3.94145 1.05613 4.20570 0.3 -0.4 -0.1
C 0.75623 2.05224 1.26646 -0.5 -2.0 2.8
H 1.80026 1.35288 4.65300 0.0 -0.1 0.1
H 2.52127 2.31481 3.35418 -0.5 0.2 -0.2
H 4.37815 1.72165 4.95033 -0.9 0.4 0.3
H 4.63807 1.23678 3.38707 -0.3 -0.4 -0.5
H 4.13035 0.06602 4.62055 -0.3 -0.2 -0.3
H 0.12808 2.75004 1.82018 0.7 0.3 -0.2
H 0.37640 1.74500 0.29207 0.5 0.8 1.3
H 1.83727 2.19095 1.25177 -1.1 0.1 0.7
```
Forces are in eV/Å.


The following is a DFT calculation (ωB97M-V with the def2-TZVPD basis set) of C11H22GeNO3Zn as an isolated structure.

Properties
energy relative to the best compared isomer or geometry (same formula, charge and spin): 0.000 eV
total energy: -4569.08091 a.u.
HOMO level: -0.110 hartree
total charge: -1

Structure (XYZ):
```
39
Properties=species:S:1:pos:R:3:forces:R:3
Zn -0.57993 0.44455 0.81449 0.3 0.0 -0.1
C 3.18819 0.41551 0.63558 0.0 0.0 0.0
C 2.20598 1.30718 -0.12092 0.0 0.0 0.0
C 2.92417 2.15327 -1.16268 0.0 0.0 0.0
O 1.26746 0.50801 -0.83801 0.0 0.0 0.1
C 1.53317 2.26415 0.91567 0.0 -0.1 0.0
O 2.22982 3.14250 1.39883 0.0 0.0 0.0
O 0.29072 2.06885 1.22448 -0.1 -0.1 0.0
H 3.73462 -0.20978 -0.07389 0.0 0.0 0.0
H 2.65370 -0.23844 1.32870 0.0 0.0 0.0
H 3.89040 1.02944 1.19799 0.0 0.0 0.0
H 3.46952 1.49847 -1.84505 0.0 0.0 0.0
H 3.61077 2.84348 -0.67778 0.0 0.0 0.0
H 2.19656 2.72587 -1.73944 0.0 0.0 0.0
H 1.14691 -0.37107 -0.41692 -0.1 0.1 0.0
C -4.40630 -0.57776 0.78087 0.0 0.1 0.0
C -3.94907 -0.50022 -0.67557 0.0 0.0 0.0
C -3.11261 0.67626 -0.92613 0.0 -0.1 0.0
N -2.45753 1.59901 -1.12519 0.0 0.1 0.0
H -4.96552 -1.49865 0.94629 0.0 0.0 0.0
H -5.04975 0.26749 1.02822 0.0 0.0 0.0
H -3.53100 -0.56939 1.43001 0.0 -0.1 0.0
H -4.79576 -0.45582 -1.36333 0.0 0.0 0.0
H -3.35515 -1.37707 -0.93753 0.0 0.0 0.1
C 0.51104 -1.85699 3.57256 0.0 0.0 0.0
Ge -0.59169 -2.60495 2.11492 -0.1 0.0 0.0
C 0.27078 -4.31269 1.58925 0.0 0.0 0.0
C -2.24554 -3.22756 3.04835 0.0 0.0 0.0
C -0.75160 -1.40829 0.67316 -0.1 0.0 0.0
H 0.58619 -2.57093 4.39676 0.0 0.0 0.0
H 0.07834 -0.93216 3.95981 0.0 0.0 0.0
H 1.51941 -1.63295 3.22056 0.0 0.0 0.0
H 0.34671 -5.00884 2.42906 0.0 0.0 0.0
H 1.27186 -4.11290 1.20346 0.0 0.0 0.0
H -0.30737 -4.79207 0.79568 0.0 0.0 0.0
H -1.99070 -3.93280 3.84466 0.0 0.0 0.0
H -2.92585 -3.72692 2.35381 0.0 0.0 0.0
H -2.78015 -2.38580 3.49526 0.0 0.0 0.0
H -1.24467 -1.81966 -0.21185 0.0 0.0 0.0
```
Forces are in eV/Å.


The following is a DFT calculation (ωB97M-V with the def2-TZVPD basis set) of C11H22N2O3S in the gas phase.

Properties
energy relative to the best compared isomer or geometry (same formula, charge and spin): 0.603 eV
total energy: -1165.78994 a.u.
HOMO level: -0.326 hartree
total charge: 0
SMILES: CC[C@H](C)[C@H](N)C(=O)N[C@@H](CCSC)C(=O)O

Structure (XYZ):
```
39
Properties=species:S:1:pos:R:3:forces:R:3
C 0.94247 -2.29958 -3.62433 0.1 0.3 0.4
C -0.53519 -2.10823 -3.28814 0.0 -1.0 -1.1
C -0.88462 -1.26488 -2.10950 -0.5 0.4 0.3
C -0.40564 0.13455 -2.29471 0.4 1.6 -0.7
C -0.34979 -1.82839 -0.77369 0.4 -0.9 -1.1
N -0.80152 -3.20862 -0.60836 0.5 0.5 -0.6
C -0.70483 -0.97417 0.40651 -0.4 0.6 -0.3
O -1.88277 -0.78664 0.70586 -0.2 0.0 0.1
N 0.30488 -0.39167 1.07139 -0.3 -0.5 -0.3
C 0.15060 0.54477 2.13624 1.3 0.8 2.0
C -0.40709 1.88954 1.75160 -1.9 1.1 0.4
C 0.38974 2.62998 0.72574 0.3 1.6 -1.3
S 2.13459 2.94139 1.16789 0.2 -0.1 -0.1
C 1.95445 3.67659 2.83056 0.4 -0.5 -0.6
C -0.53019 0.07554 3.43798 0.9 0.9 1.0
O -0.03784 0.43475 4.50718 -1.3 -1.0 -1.7
O -1.66277 -0.60150 3.30522 0.6 0.1 2.6
H 1.47538 -2.75112 -2.80295 0.2 -0.3 0.4
H 1.01087 -3.00640 -4.43761 0.2 0.0 -0.4
H 1.50611 -1.37544 -3.86836 -0.6 -0.4 -0.1
H -1.04890 -3.08142 -3.23469 0.4 0.2 0.2
H -0.98685 -1.65205 -4.16168 -0.2 0.3 -0.2
H -1.98220 -1.15926 -2.12763 0.2 -0.5 0.6
H 0.68113 0.26157 -2.25125 0.0 -0.2 0.0
H -0.73227 0.61735 -3.25046 0.1 -0.7 0.6
H -0.82985 0.74117 -1.51372 -0.1 0.5 0.4
H 0.74766 -1.87631 -0.90031 -0.3 0.1 0.2
H -0.35126 -3.60105 0.18330 0.4 -0.6 0.8
H -1.78334 -3.22831 -0.44181 -0.8 0.0 0.1
H 1.22913 -0.69232 0.85720 0.5 0.0 -0.2
H 1.17167 0.80828 2.50337 -0.5 -0.6 -0.4
H -1.44981 1.82311 1.38711 0.4 -0.2 0.0
H -0.52755 2.54876 2.66575 0.4 -0.9 -0.8
H -0.03826 3.63217 0.54038 -0.1 -0.3 0.5
H 0.34968 2.25475 -0.32534 0.4 -0.5 1.0
H 2.93281 4.01998 3.17859 0.0 -0.7 0.0
H 1.47530 2.92717 3.44842 0.2 0.2 0.6
H 1.40307 4.58249 2.80780 -1.0 0.7 -0.2
H -1.92700 -0.65656 2.39648 -0.4 -0.1 -1.9
```
Forces are in eV/Å.


The evaluated gap between HOMO and LUMO for the records listed, in turn: 8.209; 8.745; 5.946; 9.305 eV.